No. 1
10
Properties=species:S:1:pos:R:3 method="wB97M-V/def2-TZVPD" charge=0 energy_ha=-1671.21309 multiplicity=1 homo_ha=-0.290 lumo_energy_ev=-1.8228
C -1.03740 -0.12714 -0.01574
C 2.11510 0.59809 -0.47352
S -1.26078 -1.55983 0.94443
S -2.31765 0.79446 -0.53393
S 1.57360 -1.03125 -0.38661
S 1.32183 1.88250 0.18459
H 3.10290 0.76754 -0.84295
H -3.58775 0.31139 -0.19346
H 0.07380 -1.61435 1.30155
H 0.01635 -0.02142 0.01563


No. 2
8
Properties=species:S:1:pos:R:3 method="wB97M-V/def2-TZVPD" charge=0 energy_ha=-103.85842 multiplicity=1 homo_ha=-0.348 lumo_energy_ev=0.1183
B -0.89012 -0.18794 -0.08902
C 0.61308 -0.70070 -0.06887
C 0.18626 0.77631 -0.03198
H -2.89434 -0.42109 0.20603
H 1.11595 -1.07424 0.80433
H 1.12654 -1.05622 -0.96268
H 0.49587 1.50781 -0.79794
H 0.24677 1.15607 0.94015


No. 3
18
Properties=species:S:1:pos:R:3 method="wB97M-V/def2-TZVPD" charge=+3 energy_ha=-1197.99591 multiplicity=1 homo_ha=-0.832 lumo_energy_ev=-17.9218
N 0.28804 3.30667 1.32259
C -0.66192 2.95451 0.76069
O -1.76615 2.28630 0.45288
O -1.33820 1.05937 -0.29818
P -1.27862 -0.09397 0.87914
O -0.51256 0.28507 2.03620
O -2.70543 -0.61741 1.11320
O -0.64382 -1.49494 0.06533
C 0.56896 -1.84305 0.17805
B 1.78133 -1.00982 -1.11457
O 2.99458 -1.37618 -0.82732
O 1.21808 -0.24853 -1.98831
H -3.17380 -0.10047 1.80062
H 0.68841 -2.89044 -0.18471
H 1.05209 -1.67090 1.16601
H 3.24868 -2.30755 -1.03844
H 1.86069 0.33573 -2.44948
Tl -1.62038 3.42560 -1.87369


No. 4
9
Properties=species:S:1:pos:R:3 method="wB97M-V/def2-TZVPD" charge=0 energy_ha=-179.17031 multiplicity=1 homo_ha=-0.366 lumo_energy_ev=0.6745
B -0.96350 1.23377 -1.68254
C -1.72260 -0.72954 0.76353
C -1.30653 0.25057 1.31274
O -1.18842 1.71738 -0.61289
H 3.55663 0.17955 2.98675
H -0.80655 0.42117 -2.52083
H -1.78001 -1.74255 0.52988
H 2.83212 0.08356 3.48970
H -1.25090 1.22015 1.67281


No. 5
11
Properties=species:S:1:pos:R:3 method="wB97M-V/def2-TZVPD" charge=0 energy_ha=-329.70932 multiplicity=1 homo_ha=-0.256 lumo_energy_ev=-0.5538
B -1.77260 -0.12330 -0.00765
C 1.38372 0.48842 0.25463
C 0.64363 -0.85967 -0.34034
O 1.01439 1.58895 -0.28774
O -0.75782 -0.79638 -0.14841
O -2.93315 0.41093 0.13402
H 1.20499 0.40297 1.36912
H 2.44803 0.17431 0.07499
H 0.81859 -0.90517 -1.41623
H 1.02231 -1.74124 0.17710
H -3.07210 1.36018 0.19050


No. 6
8
Properties=species:S:1:pos:R:3 method="wB97M-V/def2-TZVPD" charge=0 energy_ha=-2653.12339 multiplicity=1 homo_ha="-0.341 / -0.338" lumo_energy_ev="-1.7731 / -2.0912"
C 0.12341 -0.72639 0.20952
C 0.46193 0.68660 -0.10241
Br -2.22094 1.13607 -1.10161
H 0.88893 -1.09315 0.85616
H -0.72044 -0.71560 0.86101
H 0.03345 -1.51560 -0.51787
H 1.04632 0.80671 -0.96066
H 0.38733 1.42136 0.75586